Entry 1:
Entry from the Open Molecules 2025 dataset: a structure of composition C2H9AlN4O3 (the ωB97M-V functional and the def2-TZVPD basis).

Summary:
charge	+2
gap between HOMO and LUMO	0.13009	hartree
DFT total energy	-767.9714	a.u.

Geometry as XYZ:
```
19
C2H9AlN4O3 | the Open Molecules 2025 dataset | the ωB97M-V functional and the def2-TZVPD basis
Al -4.559 -18.018 2.442
O -4.522 -17.835 5.301
H -4.042 -17.236 5.905
C -2.280 -20.252 4.718
O -2.431 -19.637 3.672
N -3.072 -20.091 5.747
N -1.435 -21.175 4.775
H -3.701 -19.303 5.691
H -3.097 -20.711 6.543
H -0.890 -21.418 3.960
H -1.377 -21.636 5.671
C -6.891 -19.503 -0.406
O -6.740 -18.645 0.507
N -7.986 -19.877 -0.967
N -5.898 -20.302 -0.740
H -8.812 -19.306 -0.862
H -7.945 -20.601 -1.669
H -4.980 -19.924 -0.556
H -6.151 -20.846 -1.553
```

Need the Mulliken charges? In units of e they are: 1.268, -0.542, 0.369, 0.745, -0.507, -0.192, -0.331, 0.196, 0.228, 0.263, 0.201, 0.724, -0.557, -0.337, -0.376, 0.265, 0.185, 0.184, 0.215

Entry 2:
Entry from the Open Molecules 2025 dataset: a cluster of 2 separate species, C2H9BNO2S in total (the ωB97M-V functional and the def2-TZVPD basis).

Summary:
charge	+1
gap between HOMO and LUMO	0.35993	hartree
DFT total energy	-709.6501	a.u.

Geometry as XYZ:
```
16
C2H9BNO2S | the Open Molecules 2025 dataset | the ωB97M-V functional and the def2-TZVPD basis
B 1.695 -0.645 0.016
C -1.386 -0.530 -0.843
C -0.167 0.392 -0.776
N -0.550 1.440 0.305
O 2.199 -1.559 -0.764
O 1.871 -0.144 1.218
S -1.705 -1.151 0.905
H -1.133 -1.445 -1.522
H -2.372 -0.015 -0.951
H -0.040 0.886 -1.764
H -1.504 1.920 0.015
H 0.163 2.182 0.346
H -0.601 0.958 1.169
H 2.953 -2.209 -0.519
H 2.388 -0.799 1.740
H -3.087 -1.048 0.944
```

Need the Mulliken charges? In units of e they are: 0.536, -0.573, -0.605, -0.345, -0.393, -0.352, -0.259, 0.312, 0.391, 0.404, 0.356, 0.367, 0.294, 0.361, 0.322, 0.184

Entry 3:
Entry from the Open Molecules 2025 dataset: the ion C2H9BOP with charge +1 (the ωB97M-V functional and the def2-TZVPD basis).

Summary:
charge	+1
gap between HOMO and LUMO	0.39392	hartree
DFT total energy	-522.7940	a.u.

Geometry as XYZ:
```
14
C2H9BOP | the Open Molecules 2025 dataset | the ωB97M-V functional and the def2-TZVPD basis
C 0.267 0.903 1.764
C -0.553 0.747 0.448
B -0.258 -0.603 -0.225
O -0.490 -1.825 0.260
P 0.594 -0.625 -2.038
H 1.046 0.156 1.883
H 0.735 1.881 1.773
H -0.396 0.865 2.620
H -1.616 0.782 0.696
H -0.369 1.591 -0.213
H -1.396 -1.947 0.567
H 0.714 0.642 -2.589
H -0.154 -1.396 -2.919
H 1.876 -1.171 -2.028
```

Need the Mulliken charges? In units of e they are: -1.013, -0.320, 0.325, -0.412, -0.044, 0.339, 0.313, 0.307, 0.289, 0.312, 0.350, 0.184, 0.180, 0.190

Entry 4:
Entry from the Open Molecules 2025 dataset: a cluster of 2 separate species, C2H9ClSi2 in total (the ωB97M-V functional and the def2-TZVPD basis).

Summary:
gap between HOMO and LUMO	0.26434	hartree
DFT total energy	-1120.7013	a.u.

Geometry as XYZ:
```
14
C2H9ClSi2 | the Open Molecules 2025 dataset | the ωB97M-V functional and the def2-TZVPD basis
C 0.520 0.998 2.589
C 0.913 -0.957 -3.269
Si -1.023 0.075 1.985
Si -1.257 0.832 -0.232
Cl -2.490 -0.388 -1.362
H 1.090 1.172 1.666
H 0.088 1.891 3.051
H 1.235 0.402 3.232
H 0.828 -1.229 -4.326
H 1.501 -0.006 -3.252
H 1.471 -1.745 -2.915
H -0.821 -1.016 3.008
H -1.941 0.954 2.747
H -0.114 -0.982 -2.923
```

Need the Mulliken charges? In units of e they are: -1.016, -0.885, 0.339, 0.239, -0.211, 0.295, 0.295, 0.291, 0.291, 0.233, 0.297, -0.145, -0.098, 0.074

Asked for max |F| across the records above, the calculation gives 0.0988, 0.0816, 0.0215, 0.0533 hartree/bohr in order.
Asked for highest occupied orbital energy across the records above, the calculation gives -17.17, -13.12, -15.42, -8.61 eV in order.
Asked for relative energy (zero: lowest compared OMol25 entry of this formula, charge and spin) across the records above, the calculation gives 0.443, 1.448, 0.000, 2.352 eV in order.